ORCA calculation (ωB97M-V/def2-TZVPD) on a structure of composition C44H40Cl3N3O3P2STc in a non-equilibrium geometry.

Values from the calculation:
E in hartree: -4632.58658
Multiplicity: 2
Total charge: +2
LUMO level (alpha / beta) in eV: -6.65 / -7.09
Highest occupied orbital energy (alpha / beta) in eV: -12.23 / -12.23
⟨S²⟩: 0.760

Atoms and positions in Å:
Tc  -0.754  -0.947  1.281
Cl  -2.738  -7.657  1.376
Cl  -7.932  3.868  1.284
Cl  2.020  -5.245  1.369
S  5.199  2.340  -3.453
P  1.262  -1.033  0.037
P  -0.107  1.218  0.146
O  -1.509  2.138  1.667
O  0.361  -2.651  1.519
O  -2.411  0.137  1.474
N  -0.247  -0.534  3.210
N  1.037  0.359  -0.829
N  -2.221  -2.539  1.586
C  0.778  2.760  0.472
C  -4.403  -3.511  1.624
C  4.680  -1.997  2.050
C  -4.905  1.325  0.922
C  2.813  -0.945  0.947
C  3.528  1.648  -3.471
C  0.265  -4.039  -2.499
C  -2.523  1.435  1.596
C  -3.487  1.802  -2.911
C  1.713  4.826  -0.329
C  -6.155  1.904  0.820
C  -5.363  3.816  2.082
C  -3.885  -4.777  1.534
C  -1.691  -3.796  1.537
C  0.994  3.663  -0.566
C  2.658  -3.778  -2.608
C  1.261  3.043  1.747
C  -3.542  -2.412  1.652
C  1.986  4.200  1.978
C  3.422  0.299  1.120
C  3.448  -2.093  1.424
C  1.623  0.682  -2.141
C  1.367  -2.385  -1.134
C  4.814  4.053  -3.037
C  0.202  -3.024  -1.561
C  -4.108  3.244  2.157
C  -0.286  -3.838  1.501
C  2.600  -2.762  -1.665
C  0.314  -5.072  1.427
C  2.215  5.091  0.937
C  -2.819  0.588  -2.813
C  -2.101  2.718  -1.170
C  -0.461  -6.252  1.394
C  5.291  -0.759  2.197
C  4.658  0.388  1.738
C  -6.377  3.145  1.407
C  -1.413  1.510  -1.081
C  -3.878  1.994  1.586
C  -1.780  0.445  -1.906
C  1.498  -4.419  -3.017
C  -2.490  -4.952  1.504
C  -3.127  2.864  -2.092
C  -1.822  -6.203  1.429
C  3.027  1.281  -2.079
H  0.123  0.399  3.373
H  5.134  1.354  1.847
H  5.167  -2.892  2.416
H  -0.639  -4.536  -2.826
H  -4.533  -5.642  1.485
H  -4.711  0.371  0.447
H  3.713  0.557  -1.634
H  1.871  5.532  -1.134
H  -4.284  1.922  -3.632
H  -1.061  -0.664  3.808
H  2.861  2.370  -3.949
H  4.109  4.469  -3.757
H  1.666  -0.244  -2.719
H  4.420  4.145  -2.025
H  -3.302  3.762  2.660
H  -0.766  -2.732  -1.159
H  -5.469  -3.343  1.672
H  2.977  -3.055  1.305
H  0.048  -7.205  1.337
H  0.465  -1.211  3.486
H  3.510  -2.267  -1.348
H  0.602  3.469  -1.557
H  5.746  4.610  -3.102
H  6.265  -0.689  2.664
H  3.614  -4.070  -3.022
H  -1.839  3.541  -0.517
H  2.949  1.197  0.755
H  2.774  5.999  1.117
H  1.066  2.357  2.563
H  3.576  0.765  -4.112
H  -5.564  4.776  2.536
H  3.035  2.165  -1.443
H  -3.095  -0.238  -3.455
H  -3.923  -1.405  1.731
H  -3.649  3.809  -2.168
H  -1.234  -0.494  -1.867
H  -6.959  1.410  0.292
H  1.552  -5.217  -3.746
H  0.925  1.346  -2.658
H  2.361  4.416  2.970


ORCA calculation (ωB97M-V/def2-TZVPD) on a structure of composition C44H40FMgNP2Si.

Values from the calculation:
E in hartree: -3027.65791
Multiplicity: 1
Energy above the lowest of the compared OMol25 structures with the same formula, charge and spin in kcal per mole: 18.88
LUMO level in eV: 0.44
Highest occupied orbital energy in eV: -7.68

Atoms and positions in Å:
P  -0.154  -0.987  -2.332
P  -0.231  -2.186  0.783
Si  -0.215  2.663  -0.304
Mg  0.289  0.519  0.833
F  1.378  -0.004  2.138
N  -1.294  -3.426  -1.517
C  1.842  -4.104  0.909
C  -1.006  5.037  1.146
C  0.248  6.041  2.936
C  -0.037  4.045  0.980
C  0.916  3.670  -2.766
C  1.076  4.075  1.828
C  -2.307  -4.373  -3.542
C  3.393  2.474  -2.417
C  3.149  3.236  -3.551
C  -3.877  -6.203  -3.410
C  1.224  5.063  2.790
C  2.717  -0.588  -5.929
C  -4.100  0.047  -2.593
C  -1.197  -3.508  -0.082
C  -2.035  -2.553  2.843
C  -3.162  -5.274  -4.152
C  1.909  3.836  -3.723
C  -1.506  -3.033  5.134
C  2.996  -1.463  -4.889
C  4.092  -3.732  0.148
C  1.557  0.173  -5.893
C  2.458  -1.979  -0.003
C  -4.489  -0.411  -3.842
C  3.750  -2.437  -0.213
C  -2.448  -2.772  4.147
C  3.135  -4.565  0.711
C  -2.783  -0.105  -2.179
C  -2.243  -1.162  -4.259
C  1.136  2.908  -1.614
C  -0.681  -2.611  2.502
C  0.671  0.055  -4.832
C  -0.159  -3.058  4.809
C  -0.157  -2.876  -2.216
C  -1.841  -0.718  -2.999
C  0.256  -2.844  3.501
C  -2.842  -5.322  -1.412
C  -3.555  -1.012  -4.678
C  -2.129  -4.364  -2.149
C  -0.869  6.024  2.115
C  -3.702  -6.215  -2.038
C  2.111  -1.583  -3.827
C  2.393  2.313  -1.467
C  0.929  -0.839  -3.795
C  1.485  -2.803  0.556
H  2.345  -2.264  -3.017
H  -2.779  -2.327  2.085
H  2.212  -0.971  -0.315
H  -1.519  -1.614  -4.926
H  -4.549  -6.901  -3.891
H  -0.757  -4.461  0.239
H  -1.635  6.782  2.227
H  -3.500  -2.729  4.395
H  -1.881  5.042  0.505
H  -1.822  -3.199  6.156
H  1.108  -4.769  1.350
H  -4.818  0.532  -1.943
H  1.341  0.868  -6.695
H  5.102  -4.090  -0.004
H  -3.852  -1.366  -5.658
H  -3.273  -5.238  -5.229
H  0.582  -3.238  5.578
H  4.359  2.006  -2.276
H  2.612  1.720  -0.581
H  -4.233  -6.937  -1.429
H  3.393  -5.577  0.998
H  4.487  -1.781  -0.657
H  -1.492  2.968  -1.015
H  -2.483  0.271  -1.209
H  1.840  3.307  1.745
H  2.095  5.065  3.434
H  -0.226  0.661  -4.812
H  -0.046  4.147  -2.914
H  0.773  -3.205  -1.743
H  -0.133  -3.244  -3.235
H  -1.794  -3.661  -4.168
H  1.313  -2.830  3.270
H  3.404  -0.496  -6.761
H  -5.515  -0.297  -4.168
H  -2.198  -3.460  0.345
H  3.905  -2.051  -4.901
H  3.922  3.359  -4.300
H  0.360  6.812  3.688
H  1.714  4.433  -4.606
H  -2.731  -5.397  -0.341


ORCA calculation (ωB97M-V/def2-TZVPD) on a structure of composition C44H40MnN5O8Te.

Values from the calculation:
E in hartree: -3995.51913
Multiplicity: 5
Total charge: -2
LUMO level (alpha / beta) in eV: 3.80 / 3.80
Highest occupied orbital energy (alpha / beta) in eV: 0.14 / -1.61
⟨S²⟩: 6.078

Atoms and positions in Å:
Te  0.645  0.500  -1.529
Mn  -1.921  0.785  0.867
O  -1.690  2.722  1.039
O  -5.841  3.176  -2.722
O  1.490  -3.314  0.700
O  -7.020  4.319  -1.237
O  -2.422  0.850  -1.159
O  -2.774  -1.242  0.900
O  -0.206  -0.906  0.972
O  -3.911  1.448  -2.709
N  -4.161  1.354  0.776
N  -1.347  0.644  2.739
N  -4.986  2.008  1.589
N  -0.588  -0.354  3.187
N  -0.715  -2.081  0.297
C  2.603  -3.941  2.622
C  -3.267  -5.666  0.619
C  2.537  0.571  0.904
C  -3.140  -6.101  -0.697
C  -2.146  2.868  3.400
C  -2.471  -3.883  -1.358
C  1.645  -3.115  2.022
C  3.444  2.227  -4.491
C  -2.026  -2.118  0.412
C  3.175  -1.110  -0.728
C  -0.023  -1.146  2.336
C  3.485  0.043  1.776
C  1.447  0.296  -4.523
C  -2.837  5.573  2.972
C  3.167  1.570  -5.681
C  2.184  -2.988  4.767
C  2.165  0.612  -5.675
C  5.222  -1.649  2.446
C  1.753  1.772  1.389
C  -2.564  -3.455  -0.040
C  1.240  -2.158  4.188
C  -3.525  1.323  -1.529
C  -2.423  4.775  1.907
C  -2.082  3.425  2.069
C  3.009  -1.848  -2.036
C  -2.568  3.710  4.458
C  4.280  -1.043  1.436
C  -5.792  2.857  0.937
C  1.744  0.958  -3.317
C  2.751  1.948  -3.314
C  3.117  2.728  -2.074
C  -2.758  -5.204  -1.684
C  3.923  1.884  -6.947
C  -1.677  1.558  3.685
C  -4.433  1.793  -0.428
C  0.377  -0.772  -4.653
C  4.134  -1.582  0.168
C  -5.492  2.736  -0.397
C  -2.917  5.036  4.256
C  -2.986  -4.346  0.944
C  2.367  -0.019  -0.362
C  2.886  -3.889  3.973
C  -6.174  3.483  -1.487
C  0.939  -2.166  2.810
H  3.687  3.625  -2.333
H  5.820  -0.881  2.942
H  5.897  -2.367  1.974
H  -2.668  -5.536  -2.712
H  -1.436  1.295  4.712
H  1.928  0.087  -6.599
H  3.639  -4.542  4.402
H  4.649  -2.180  3.213
H  4.517  1.026  -7.272
H  -2.160  -3.179  -2.121
H  -3.232  5.651  5.092
H  1.560  1.692  2.460
H  0.795  1.897  0.901
H  2.220  3.019  -1.526
H  0.622  -2.911  0.384
H  1.971  -2.173  -2.150
H  3.237  2.134  -7.760
H  -5.113  2.461  -2.767
H  3.653  -2.729  -2.057
H  3.717  2.118  -1.394
H  -3.061  -3.998  1.968
H  -3.569  -6.359  1.396
H  3.574  0.474  2.771
H  3.251  -1.215  -2.891
H  -0.085  -0.999  -3.697
H  -4.875  1.890  2.582
H  4.600  2.727  -6.801
H  -2.343  5.188  0.906
H  -3.327  -7.139  -0.948
H  4.741  -2.438  -0.119
H  3.111  -4.646  1.974
H  4.220  2.988  -4.476
H  -2.593  3.289  5.461
H  0.706  -1.440  4.796
H  2.372  -2.929  5.834
H  -6.513  3.480  1.442
H  -3.088  6.614  2.798
H  -0.409  -0.442  -5.336
H  0.810  -1.692  -5.055
H  2.332  2.686  1.218


Question: Among the records above, which one has the lowest E?
Answer: C44H40Cl3N3O3P2STc